65
Properties=species:S:1:pos:R:3 method="wB97M-V/def2-TZVPD" homo_lumo_gap_ev=6.325 total_charge=-1 e_homo_ev=-3.6 total_energy_ev=-37559.6835 e_above_lowest_kj_mol=14.2 multiplicity=1
Li 0.65 -1.14 -0.03
C -0.66 -1.73 7.46
C -0.12 -1.89 6.07
C 0.20 -0.80 5.28
C 0.77 -0.96 4.02
C 1.09 0.27 3.22
C 1.03 -2.23 3.51
Te 2.07 -2.52 1.71
C 0.67 -3.33 4.30
C 0.88 -4.73 3.79
C 0.11 -3.16 5.55
H -0.91 -0.69 7.66
H 0.08 -2.04 8.20
H -1.55 -2.34 7.61
H 0.00 0.20 5.65
H 0.69 1.17 3.71
H 0.66 0.19 2.22
H 2.16 0.40 3.10
H 0.20 -4.93 2.96
H 0.68 -5.46 4.57
H 1.89 -4.86 3.41
H -0.16 -4.03 6.14
C 2.98 -3.10 -4.00
C 2.30 -1.76 -3.89
C 2.38 -0.86 -4.94
C 1.76 0.38 -4.82
C 1.84 1.40 -5.92
C 1.05 0.70 -3.67
C 0.89 -0.22 -2.60
C 1.59 -1.44 -2.76
N 0.16 -0.08 -1.49
C -0.74 1.03 -1.29
C -1.75 1.20 -2.44
C -2.70 2.35 -2.16
C -1.91 3.64 -1.96
C -0.98 3.48 -0.76
C -1.79 3.16 0.49
C -2.55 1.85 0.27
C -3.51 2.05 -0.90
C -1.57 0.72 -0.03
C 0.00 2.35 -1.02
H 3.63 -3.13 -4.88
H 2.24 -3.89 -4.09
H 3.58 -3.30 -3.11
H 2.92 -1.11 -5.85
H 2.48 1.05 -6.73
H 2.24 2.34 -5.55
H 0.85 1.61 -6.33
H 0.64 1.69 -3.62
H 1.53 -2.15 -1.94
H -2.31 0.26 -2.54
H -1.24 1.36 -3.38
H -3.38 2.48 -3.02
H -2.59 4.48 -1.79
H -1.32 3.86 -2.86
H -0.42 4.42 -0.60
H -2.50 3.97 0.70
H -1.13 3.07 1.35
H -3.12 1.60 1.17
H -4.19 2.88 -0.69
H -4.11 1.15 -1.06
H -2.10 -0.22 -0.18
H -0.88 0.59 0.81
H 0.65 2.19 -0.15
H 0.65 2.59 -1.86

66
Properties=species:S:1:pos:R:3 method="wB97M-V/def2-TZVPD" homo_lumo_gap_ev=5.954 total_charge=-1 e_homo_ev=-4.2 total_energy_ev=-217321.3507 e_above_lowest_kj_mol=254.0 multiplicity=1
Ca -0.74 0.27 1.05
Br 0.44 4.62 6.81
C 0.20 3.80 5.10
C -0.56 4.45 4.14
C -0.69 3.88 2.89
C -0.08 2.65 2.55
O -0.14 2.19 1.34
C 0.63 1.97 3.59
C 1.19 0.66 3.43
N 0.95 -0.11 2.43
C 1.52 -1.36 2.26
C 2.44 -1.94 3.14
C 3.00 -3.18 2.91
C 2.65 -3.87 1.75
C 1.78 -3.33 0.83
C 1.40 -4.04 -0.37
C 0.63 -3.46 -1.29
C 0.11 -2.06 -1.12
N 0.30 -1.49 0.20
C 1.17 -2.05 1.05
C 0.77 2.58 4.85
H -1.05 5.39 4.37
H -1.30 4.37 2.15
H 1.85 0.35 4.24
H 2.73 -1.40 4.03
H 3.70 -3.60 3.62
H 3.09 -4.85 1.56
H 1.76 -5.06 -0.50
H 0.30 -4.00 -2.17
H -0.96 -2.08 -1.35
H 1.31 2.06 5.62
S -7.59 -3.14 1.89
C -6.22 -2.27 1.63
S -5.48 -2.08 0.09
C -4.12 -1.08 0.60
C -4.03 -0.79 1.94
S -2.85 0.08 2.78
S -5.36 -1.44 2.90
S -2.96 -0.71 -0.60
O -3.56 0.84 -1.37
N -2.72 1.87 -1.64
Cl 1.82 -3.74 -7.44
C 1.51 -2.96 -5.91
C 0.31 -2.30 -5.71
C 0.07 -1.68 -4.50
C 1.03 -1.69 -3.49
C 0.76 -1.06 -2.15
C 2.23 -2.36 -3.72
C 2.48 -2.99 -4.92
H -0.44 -2.29 -6.49
H -0.88 -1.18 -4.33
H 0.06 -0.23 -2.26
H 1.69 -0.71 -1.70
H 2.98 -2.39 -2.93
H 3.41 -3.52 -5.09
S -2.91 3.23 -0.66
C -1.43 3.92 -1.00
N -0.54 3.29 -1.77
C 0.78 3.89 -1.86
C 0.61 5.38 -1.54
S -1.00 5.57 -0.69
H -0.68 2.29 -1.84
H 1.16 3.74 -2.87
H 1.46 3.42 -1.15
H 0.60 6.01 -2.43
H 1.38 5.73 -0.86

15
Properties=species:S:1:pos:R:3 method="wB97M-V/def2-TZVPD" homo_lumo_gap_ev="5.465 / 6.694" total_charge=+1 e_homo_ev="-11.9 / -12.9" total_energy_ev=-33977.5175 s_squared=15.765 e_above_lowest_kj_mol=121.5 multiplicity=8
O 2.03 0.47 1.26
O -0.11 0.17 0.89
C -0.93 -0.98 -1.12
C -0.90 -2.49 -1.14
O 0.25 -2.96 -0.50
C 0.88 0.98 1.07
H -1.88 -0.52 -0.82
H -0.14 -0.47 -1.69
H -0.92 -2.83 -2.19
H -1.82 -2.88 -0.65
O -0.41 2.93 0.53
O 1.56 3.24 1.46
C 0.67 2.49 1.00
Eu 1.43 -1.83 0.87
Li 0.30 4.70 1.03

20
Properties=species:S:1:pos:R:3 method="wB97M-V/def2-TZVPD" homo_lumo_gap_ev=3.180 total_charge=+1 e_homo_ev=-12.6 total_energy_ev=-27959.3776 e_above_lowest_kj_mol=656.9 multiplicity=1
C -0.13 -1.45 -0.19
N -0.25 -1.65 -1.64
C 1.15 -0.69 0.06
N 1.55 -0.72 1.50
H -0.09 -2.41 0.31
H -1.00 -0.88 0.19
H -1.06 -2.22 -1.85
H -0.36 -0.74 -2.13
H 1.00 0.37 -0.21
H 1.96 -1.13 -0.54
H 1.38 0.19 1.92
H 0.14 -0.76 2.26
H 2.53 -0.98 1.61
C -0.98 2.48 -1.01
S -0.32 1.44 -2.32
S -0.86 0.17 2.89
H -2.06 2.29 -0.88
H -0.90 3.53 -1.28
H -0.45 2.35 -0.06
H -1.24 0.80 1.39

9
Properties=species:S:1:pos:R:3 method="wB97M-V/def2-TZVPD" homo_lumo_gap_ev=12.067 e_homo_ev=-11.8 total_energy_ev=-8743.5755 e_above_lowest_kj_mol=150.1 multiplicity=1
C -1.43 -0.19 0.21
O -0.02 -0.37 0.14
C 0.85 0.46 -0.41
O 0.68 1.45 -1.07
C 2.16 -0.12 -0.01
N 3.09 -0.67 0.38
H -1.73 -1.12 0.71
H -1.70 0.67 0.82
H -1.90 -0.12 -0.78

30
Properties=species:S:1:pos:R:3 method="wB97M-V/def2-TZVPD" homo_lumo_gap_ev=10.378 e_homo_ev=-10.8 total_energy_ev=-20799.0654 e_above_lowest_kj_mol=342.3 multiplicity=1
O 0.88 -1.83 2.67
H 0.25 -2.55 2.80
H 1.22 -1.86 1.81
O -2.92 -1.39 0.24
H -2.17 -1.91 0.57
H -2.47 -0.80 -0.34
O 3.54 -0.59 -2.16
H 2.99 -0.74 -1.36
H 3.42 0.34 -2.33
O -0.17 0.42 0.30
H -0.41 0.23 1.21
H 0.58 -0.12 0.08
O -0.04 -0.39 -2.36
H -0.47 0.01 -1.61
H -0.33 0.09 -3.09
O 1.75 -1.54 -0.35
H 2.02 -2.42 -0.04
H 1.32 -1.73 -1.12
O -1.52 -0.63 2.98
H -1.72 -1.58 3.01
H -0.57 -0.57 3.00
O 1.95 1.68 -2.11
H 1.94 2.29 -2.90
H 1.16 1.18 -2.28
O -3.28 1.98 2.18
H -2.70 2.02 1.50
H -3.85 2.77 2.13
O -0.39 2.87 -0.72
H -0.50 1.93 -0.56
H 0.48 2.84 -1.15

68
Properties=species:S:1:pos:R:3 method="wB97M-V/def2-TZVPD" homo_lumo_gap_ev=6.607 total_charge=+2 e_homo_ev=-13.1 total_energy_ev=-52275.0519 e_above_lowest_kj_mol=196.8 multiplicity=1
W 0.00 -0.13 -0.18
N -0.76 1.48 1.26
C -2.21 1.73 1.03
C -3.00 0.43 0.73
N -2.32 -0.29 -0.32
H -0.61 1.20 2.23
H -0.18 2.31 1.16
H -2.31 2.41 0.19
H -2.66 2.20 1.91
H -4.03 0.67 0.45
H -3.06 -0.19 1.62
H -2.55 0.09 -1.22
H -2.57 -1.27 -0.36
N 0.84 -0.06 3.46
C 1.93 -0.06 2.66
N 3.09 -0.08 3.28
C 4.18 -0.14 2.51
N 5.37 -0.18 3.10
N 4.13 -0.19 1.17
C 2.95 -0.17 0.62
N 1.75 -0.09 1.29
C 2.95 -0.23 -0.86
C 4.14 -0.31 -1.56
C 4.09 -0.37 -2.94
C 2.86 -0.36 -3.57
C 1.72 -0.28 -2.80
N 1.76 -0.22 -1.47
H 1.05 -0.46 4.37
H 0.06 -0.48 2.98
H 5.39 0.16 4.05
H 6.15 0.10 2.53
H 5.08 -0.32 -1.03
H 5.01 -0.43 -3.52
H 2.78 -0.40 -4.65
H 0.73 -0.27 -3.23
F -2.86 -5.86 3.32
C -2.01 -5.08 3.99
F -2.60 -4.66 5.10
F -0.94 -5.80 4.32
C -1.59 -3.90 3.12
C -1.83 -2.59 3.50
C -1.42 -1.59 2.66
N -0.80 -1.78 1.48
C -0.58 -3.05 1.13
C -0.95 -4.13 1.91
H -2.32 -2.36 4.44
H -1.63 -0.56 2.94
H -0.08 -3.19 0.18
H -0.75 -5.14 1.57
O -0.43 -1.46 -1.28
C -1.87 0.06 -3.80
C -1.58 1.51 -3.55
C -1.95 2.45 -4.50
C -1.72 3.80 -4.31
C -1.08 4.24 -3.16
C -0.68 3.36 -2.18
C 0.02 3.88 -0.96
C -0.92 1.96 -2.35
N -0.53 1.07 -1.41
H -2.37 -0.06 -4.76
H -2.53 -0.37 -3.05
H -0.97 -0.56 -3.83
H -2.45 2.12 -5.40
H -2.02 4.51 -5.07
H -0.90 5.30 -3.03
H 0.12 4.97 -1.01
H 1.02 3.46 -0.87
H -0.54 3.67 -0.04

13
Properties=species:S:1:pos:R:3 method="wB97M-V/def2-TZVPD" homo_lumo_gap_ev="8.731 / 6.091" e_homo_ev="-9.5 / -8.1" total_energy_ev=-152917.2643 e_above_lowest_kj_mol=204.9 multiplicity=1
C 1.36 -0.55 1.24
C 0.21 1.08 0.01
C -2.44 -0.66 -0.65
N -0.80 2.01 0.09
O 2.27 -0.66 0.48
O -0.92 2.78 -0.84
O -1.59 1.98 1.03
O 0.28 0.21 1.01
Br -3.43 0.39 0.43
Br -1.52 -2.05 0.06
H 1.37 -1.17 2.12
H 0.79 0.95 -0.91
H -2.53 -0.35 -1.61

9
Properties=species:S:1:pos:R:3 method="wB97M-V/def2-TZVPD" homo_lumo_gap_ev="6.814 / 6.816" total_charge=-1 e_homo_ev="-3.4 / -3.4" total_energy_ev=-24362.6533 e_above_lowest_kj_mol=164.1 multiplicity=1
N 0.34 -0.49 0.98
O -1.31 2.59 1.55
O -1.25 2.12 -0.87
Si 0.70 -1.05 -0.54
S -1.55 1.64 0.46
H 0.13 -1.14 1.71
H -0.16 -0.49 -1.48
H 2.23 -0.62 -0.86
H 0.87 -2.56 -0.96

43
Properties=species:S:1:pos:R:3 method="wB97M-V/def2-TZVPD" homo_lumo_gap_ev=8.318 e_homo_ev=-8.4 total_energy_ev=-42971.0340 e_above_lowest_kj_mol=1376.9 multiplicity=1
C 1.10 -3.14 -3.54
H 1.97 -3.71 -3.28
O 1.40 -1.88 -3.24
C 0.18 -1.01 -3.52
C 0.45 0.39 -3.36
N 1.21 0.67 -2.15
C 0.62 1.43 -1.23
O -0.47 1.76 -1.23
C 1.27 1.05 0.20
C 0.91 1.64 1.51
C 2.09 0.86 2.32
N 2.77 0.09 1.56
O 2.16 0.36 0.34
C 1.98 0.89 3.84
H 1.25 1.64 4.24
H 2.93 0.92 4.13
S 0.93 -0.54 4.29
C -0.04 -0.76 2.82
C 0.37 -1.78 1.99
C -0.32 -1.64 0.65
C -1.58 -0.97 0.52
C -1.75 -0.01 1.48
C -1.04 -0.06 2.78
H -1.32 0.71 3.50
O -2.97 0.50 1.66
C -3.68 0.96 0.45
H -4.57 1.84 0.54
H -2.90 1.18 -0.36
H -4.17 0.13 -0.04
H -2.09 -0.81 -0.36
H -0.07 -2.45 -0.08
H 1.11 -2.42 1.95
C -0.01 2.63 1.97
O -0.16 3.07 3.03
O -0.97 3.10 1.00
H -0.64 2.61 0.22
H 1.97 -0.11 -1.79
H 1.60 0.87 -4.18
H -0.11 1.09 -3.49
H -0.05 -1.17 -4.67
H -0.52 -1.08 -2.79
H 0.87 -3.31 -4.74
H 0.31 -3.54 -2.94

32
Properties=species:S:1:pos:R:3 method="wB97M-V/def2-TZVPD" homo_lumo_gap_ev="8.878 / 9.903" total_charge=+1 e_homo_ev="-12.6 / -13.6" total_energy_ev=-50974.3185 s_squared=2.011 e_above_lowest_kj_mol=10.6 multiplicity=3
V 0.03 -0.09 0.00
O 1.01 -1.88 5.66
C 0.72 -1.47 4.43
C -0.46 -1.82 3.76
C -0.65 -1.33 2.50
N 0.25 -0.53 1.93
C 1.41 -0.25 2.52
C 1.69 -0.69 3.78
C 2.33 0.48 1.54
O 3.38 0.96 1.82
O 1.76 0.46 0.31
C -1.76 -1.67 1.50
O -2.77 -2.23 1.80
O -1.41 -1.24 0.29
H 0.31 -2.43 6.03
H -1.20 -2.48 4.21
H 2.64 -0.47 4.26
N 0.06 -0.07 -2.13
C 0.36 1.29 -2.68
C -0.69 2.30 -2.26
C -0.64 2.73 -0.80
N -1.11 1.65 0.12
H 0.78 -0.71 -2.44
H -0.81 -0.41 -2.54
H 0.42 1.24 -3.77
H 1.34 1.57 -2.30
H -1.69 1.93 -2.50
H -0.56 3.20 -2.87
H -1.26 3.62 -0.65
H 0.38 2.99 -0.51
H -2.07 1.41 -0.10
H -1.13 2.00 1.07

33
Properties=species:S:1:pos:R:3 method="wB97M-V/def2-TZVPD" homo_lumo_gap_ev=7.074 total_charge=+1 e_homo_ev=-10.9 total_energy_ev=-52663.0402 e_above_lowest_kj_mol=99.6 multiplicity=1
Mg 0.58 -2.14 -1.82
O -0.15 -0.67 -0.96
H -1.07 -0.39 -0.80
C -0.93 -3.80 2.00
S 0.83 -3.50 1.42
O 0.88 -2.83 0.03
C 1.18 -2.03 2.52
H -1.32 -4.73 1.59
H -1.48 -2.92 1.67
H -1.00 -3.69 3.08
H 0.41 -1.28 2.34
H 2.15 -1.62 2.24
H 1.33 -2.32 3.56
C 3.53 0.33 -3.22
S 1.93 0.09 -4.12
O 1.13 -1.02 -3.42
C 1.09 1.67 -3.61
H 4.05 -0.60 -3.46
H 3.51 0.37 -2.13
H 3.99 1.32 -3.29
H 0.33 1.94 -4.34
H 1.76 2.52 -3.67
H 0.78 1.67 -2.56
C -1.17 3.05 1.62
S -2.35 2.26 2.80
O -3.24 3.41 3.25
C -3.38 1.52 1.45
H -1.58 3.07 0.61
H -0.33 2.37 1.51
H -0.86 4.01 2.04
H -4.27 1.31 2.04
H -2.93 0.58 1.13
H -3.41 2.07 0.51